[1]
DFT (ωB97M-V/def2-TZVPD) results for 13 unconnected molecules or ions with the total composition C38H100NO13S12.

Geometry (Å):
C: 4.876 -0.369 -0.087
C: 3.551 0.384 0.070
C: 2.819 0.686 -1.251
C: 1.795 -0.336 -1.776
C: 2.411 -1.736 -1.860
C: 0.379 -0.408 -1.135
C: -0.360 0.942 -0.944
C: -0.705 1.415 0.487
C: 0.491 2.079 1.186
C: -1.853 2.417 0.373
N: -1.172 0.274 1.333
O: -1.062 0.447 2.590
C: -1.100 -1.136 0.826
C: -1.200 -2.055 2.031
C: -2.296 -1.401 -0.109
C: 0.246 -1.302 0.106
H: 5.384 -0.089 -1.015
H: 5.557 -0.144 0.740
H: 4.749 -1.456 -0.103
H: 3.751 1.335 0.573
H: 2.900 -0.170 0.747
H: 3.593 0.777 -2.027
H: 2.349 1.669 -1.206
H: 1.603 -0.032 -2.816
H: 1.684 -2.473 -2.220
H: 2.770 -2.085 -0.888
H: 3.257 -1.746 -2.555
H: -0.198 -0.924 -1.916
H: 0.192 1.768 -1.401
H: -1.301 0.892 -1.503
H: 1.118 2.557 0.437
H: 0.155 2.862 1.871
H: 1.070 1.367 1.770
H: -1.564 3.208 -0.324
H: -2.774 1.941 0.025
H: -2.052 2.868 1.351
H: -2.093 -1.812 2.611
H: -1.276 -3.089 1.682
H: -0.325 -1.990 2.674
H: -2.555 -2.463 -0.094
H: -2.119 -1.102 -1.142
H: -3.141 -0.826 0.273
H: 0.307 -2.355 -0.198
H: 1.044 -1.142 0.837
C: 1.273 5.516 -3.463
S: 0.854 5.636 -1.732
O: 0.663 4.240 -1.242
C: -0.785 6.326 -1.963
H: 2.256 5.055 -3.528
H: 0.545 4.886 -3.971
H: 1.304 6.518 -3.892
H: -1.369 5.638 -2.573
H: -0.690 7.299 -2.446
H: -1.236 6.437 -0.979
C: 1.054 -5.444 5.895
S: -0.156 -4.650 4.845
O: 0.438 -4.603 3.481
C: 0.016 -2.998 5.534
H: 1.124 -6.490 5.608
H: 2.015 -4.944 5.768
H: 0.727 -5.382 6.933
H: 1.056 -2.685 5.433
H: -0.290 -3.011 6.581
H: -0.636 -2.331 4.973
C: -3.954 1.158 3.645
S: -4.603 0.158 2.310
O: -5.257 1.091 1.337
C: -5.938 -0.592 3.233
H: -3.134 1.744 3.234
H: -4.750 1.799 4.027
H: -3.558 0.497 4.419
H: -6.604 0.184 3.613
H: -5.543 -1.182 4.059
H: -6.489 -1.244 2.557
C: -7.623 3.082 2.473
S: -7.987 2.982 4.226
O: -8.092 1.531 4.555
C: -9.671 3.595 4.124
H: -6.629 2.669 2.298
H: -8.354 2.483 1.931
H: -7.661 4.126 2.162
H: -10.238 2.955 3.448
H: -9.658 4.625 3.771
H: -10.094 3.551 5.126
C: -4.079 -3.209 7.498
S: -4.270 -1.700 6.544
O: -2.900 -1.244 6.189
C: -4.825 -0.662 7.898
H: -3.689 -3.967 6.822
H: -3.372 -3.028 8.308
H: -5.049 -3.519 7.884
H: -4.067 -0.665 8.680
H: -5.781 -1.031 8.269
H: -4.952 0.341 7.497
C: 6.042 -3.531 7.131
S: 4.614 -3.311 8.196
O: 3.813 -4.560 8.080
C: 3.794 -2.084 7.172
H: 6.655 -4.314 7.574
H: 5.704 -3.834 6.141
H: 6.607 -2.600 7.086
H: 3.633 -2.500 6.178
H: 4.407 -1.184 7.124
H: 2.840 -1.856 7.643
C: 2.851 8.329 0.005
S: 1.564 9.093 -0.984
O: 1.926 8.875 -2.411
C: 1.998 10.795 -0.606
H: 2.773 7.257 -0.153
H: 3.820 8.696 -0.332
H: 2.686 8.565 1.057
H: 3.029 10.973 -0.910
H: 1.866 10.974 0.461
H: 1.325 11.433 -1.175
C: 2.626 3.836 -7.686
S: 0.928 3.341 -7.392
O: 0.550 3.871 -6.051
C: 1.272 1.601 -7.146
H: 2.638 4.917 -7.809
H: 3.245 3.529 -6.845
H: 2.976 3.352 -8.598
H: 2.003 1.496 -6.346
H: 1.654 1.167 -8.070
H: 0.326 1.134 -6.881
C: -3.730 0.151 -7.467
S: -2.077 -0.489 -7.195
O: -1.325 -0.312 -8.467
C: -2.545 -2.222 -7.128
H: -3.639 1.228 -7.586
H: -4.139 -0.295 -8.373
H: -4.351 -0.074 -6.600
H: -3.034 -2.492 -8.064
H: -3.204 -2.389 -6.277
H: -1.631 -2.797 -7.002
C: 4.834 -0.270 -9.076
S: 5.686 0.658 -7.805
O: 4.613 1.305 -6.998
C: 6.345 1.926 -8.895
H: 4.284 -1.071 -8.592
H: 4.138 0.394 -9.590
H: 5.545 -0.703 -9.778
H: 5.519 2.407 -9.419
H: 7.040 1.470 -9.599
H: 6.868 2.650 -8.274
C: 1.101 -2.784 -9.036
S: 2.774 -3.434 -8.982
O: 3.470 -2.926 -10.196
C: 2.340 -5.140 -9.333
H: 1.149 -1.709 -8.879
H: 0.667 -2.997 -10.013
H: 0.521 -3.247 -8.238
H: 1.823 -5.179 -10.292
H: 1.714 -5.530 -8.531
H: 3.268 -5.705 -9.385
C: 1.485 -7.124 9.212
S: 1.300 -8.683 8.341
O: 0.582 -8.393 7.072
C: 0.080 -9.392 9.453
H: 2.183 -6.503 8.652
H: 0.511 -6.638 9.282
H: 1.893 -7.320 10.204
H: -0.788 -8.735 9.491
H: 0.521 -9.519 10.442
H: -0.201 -10.361 9.045

The spin multiplicity is 2. The LUMO energy (spin up / spin down) comes out at 0.443 / 0.443 eV. As for the total charge: 0. The HOMO energy (spin up / spin down) is -6.810 / -8.129 eV.

These are the Mulliken partial charges, in e, on atoms 1 to 5: number 1, C, carries -1.37; number 2, C, carries -0.22; number 3, C, carries -0.45; number 4, C, carries 0.06; number 5, C, carries -1.89



[2]
DFT (ωB97M-V/def2-TZVPD) results for 10 unconnected molecules or ions with the total composition C38H101N5O18 at a distorted geometry.

Geometry (Å):
C: 5.835 -0.280 2.534
O: 4.507 -0.722 2.330
C: 4.001 -0.378 1.044
C: 4.031 -1.591 0.114
N: 5.359 -2.208 -0.092
C: 5.371 -3.257 -1.043
C: 6.737 -3.808 -1.167
O: 7.277 -4.188 0.071
C: 8.611 -4.679 0.058
H: 6.512 -0.880 1.873
H: 6.183 -0.631 3.489
H: 6.033 0.760 2.474
H: 4.744 0.396 0.635
H: 3.046 0.107 1.229
H: 3.663 -1.302 -0.915
H: 3.221 -2.287 0.527
H: 5.828 -2.530 0.788
H: 4.914 -2.797 -1.977
H: 4.738 -4.098 -0.837
H: 7.436 -3.024 -1.581
H: 6.721 -4.661 -1.800
H: 8.717 -5.562 -0.573
H: 8.807 -4.993 1.054
H: 9.237 -3.832 -0.226
C: -1.338 3.646 0.757
O: -2.601 3.722 0.103
C: -2.616 3.080 -1.160
C: -4.055 3.019 -1.717
N: -4.077 2.387 -2.981
C: -5.416 2.422 -3.487
C: -6.544 2.072 -2.498
O: -6.245 0.907 -1.783
C: -7.334 0.430 -1.001
H: -0.541 4.227 0.252
H: -1.027 2.610 0.854
H: -1.457 4.049 1.760
H: -2.171 2.030 -1.008
H: -1.917 3.678 -1.807
H: -4.297 4.061 -1.868
H: -4.713 2.666 -0.948
H: -3.936 1.405 -2.842
H: -5.449 1.623 -4.235
H: -5.678 3.318 -4.037
H: -7.471 1.893 -3.054
H: -6.727 2.900 -1.827
H: -7.680 1.109 -0.236
H: -7.010 -0.553 -0.564
H: -8.173 0.141 -1.630
C: -6.289 1.897 2.324
O: -5.367 0.955 2.784
C: -4.274 0.661 1.880
C: -3.206 -0.124 2.605
N: -3.674 -1.481 2.980
C: -2.649 -2.311 3.616
C: -2.983 -3.862 3.486
O: -1.991 -4.660 4.167
C: -2.363 -4.987 5.454
H: -6.860 2.364 3.106
H: -7.032 1.503 1.649
H: -5.572 2.671 1.783
H: -3.853 1.660 1.729
H: -4.476 0.171 0.955
H: -2.849 0.428 3.507
H: -2.440 -0.247 1.873
H: -4.427 -1.331 3.627
H: -2.362 -2.023 4.636
H: -1.816 -2.084 2.971
H: -2.869 -4.124 2.441
H: -3.941 -4.118 3.915
H: -3.256 -5.673 5.479
H: -2.710 -4.133 6.051
H: -1.502 -5.457 5.950
C: 1.945 1.246 -3.333
O: 0.836 0.693 -3.979
C: -0.291 1.551 -4.082
C: -1.399 0.819 -4.727
N: -1.026 0.613 -6.141
C: -1.953 -0.253 -6.896
C: -1.460 -0.538 -8.316
O: -0.419 -1.465 -8.213
C: 0.587 -1.421 -9.193
H: 1.608 1.940 -2.589
H: 2.652 1.776 -3.998
H: 2.470 0.474 -2.885
H: -0.045 2.404 -4.804
H: -0.638 1.971 -3.090
H: -2.278 1.533 -4.696
H: -1.617 -0.126 -4.148
H: -0.123 0.203 -6.156
H: -2.817 0.353 -7.080
H: -2.141 -1.179 -6.357
H: -1.079 0.419 -8.765
H: -2.266 -1.020 -8.884
H: 1.104 -2.387 -9.315
H: 1.329 -0.649 -9.038
H: 0.221 -1.247 -10.221
C: 2.244 3.629 2.017
O: 2.520 4.486 3.076
C: 2.219 3.834 4.315
C: 2.255 4.716 5.524
N: 3.525 5.396 5.679
C: 3.608 6.178 6.814
C: 4.823 7.105 6.801
O: 4.523 8.166 5.910
C: 5.657 8.731 5.395
H: 1.601 2.746 2.140
H: 3.191 3.234 1.498
H: 1.784 4.139 1.219
H: 2.906 2.958 4.452
H: 1.187 3.503 4.287
H: 2.112 4.039 6.370
H: 1.411 5.456 5.528
H: 3.774 5.858 4.839
H: 3.652 5.451 7.641
H: 2.707 6.821 7.021
H: 5.760 6.593 6.464
H: 5.052 7.546 7.781
H: 6.400 8.899 6.302
H: 5.380 9.673 5.001
H: 6.184 8.147 4.621
O: -3.551 -0.612 -1.731
C: -2.883 -1.847 -1.706
C: -2.875 -2.351 -0.259
O: -4.134 -2.170 0.246
H: -4.427 -0.873 -1.417
H: -3.444 -2.562 -2.372
H: -1.869 -1.673 -1.987
H: -2.159 -1.776 0.266
H: -2.468 -3.364 -0.230
H: -4.126 -2.129 1.207
O: 0.852 -2.312 -5.887
C: 0.606 -3.566 -5.179
C: -0.186 -3.273 -3.797
O: 0.403 -2.241 -3.063
H: 0.192 -2.153 -6.636
H: 0.024 -4.293 -5.795
H: 1.557 -4.117 -5.005
H: -0.178 -4.210 -3.188
H: -1.214 -2.989 -4.055
H: 0.583 -1.475 -3.601
O: -0.456 -5.970 1.816
C: 0.007 -4.874 1.020
C: 0.307 -5.390 -0.338
O: -0.864 -6.019 -0.858
H: -0.765 -5.582 2.641
H: -0.728 -4.026 0.946
H: 0.960 -4.581 1.488
H: 1.172 -6.080 -0.286
H: 0.578 -4.615 -1.043
H: -1.289 -6.418 -0.119
C: 0.270 -0.797 -0.282
O: -0.306 -0.054 0.778
H: 1.304 -0.692 -0.459
H: 0.189 -1.884 -0.033
H: -0.318 -0.564 -1.177
H: 0.076 -0.336 1.642
C: 1.027 -0.004 4.055
O: 1.101 -0.907 2.924
H: 0.436 -0.367 4.846
H: 2.016 0.101 4.487
H: 0.608 0.925 3.686
H: 1.995 -0.985 2.646

The spin multiplicity is 1. The SMILES is COCCNCCOC.COCCNCCOC.COCCNCCOC.COCCNCCOC.COCCNCCOC.OCCO.OCCO.OCCO.CO.CO. The LUMO energy comes out at 0.588 eV. As for the total charge: 0. The HOMO energy is -8.699 eV.

These are the Mulliken partial charges, in e, on atoms 1 to 5: number 1, C, carries -0.77; number 2, O, carries -0.36; number 3, C, carries -0.79; number 4, C, carries 0.21; number 5, N, carries -0.22



Calculated ΔE to the lowest compared entry with this formula, charge and spin (kcal per mole), listed in the same order as above: 0.0, 1.1